# 1
13
Properties=species:S:1:pos:R:3 method="wB97M-V/def2-TZVPD" e_above_lowest_kj_mol=249.9 orbital_gap_ha=0.3541 spin_multiplicity=1 homo_ev=-8.66
C 0.082 0.100 -1.573
C 1.116 -0.069 -0.479
N -1.263 -0.205 1.388
C -0.003 0.408 1.610
N 0.900 0.667 0.754
H -0.262 1.136 -1.583
H -0.889 -0.386 -1.348
H 0.289 -0.404 -2.517
H 2.088 0.242 -0.878
H 1.288 -1.162 -0.332
H -1.413 -0.768 0.574
H -2.135 0.178 1.714
H 0.202 0.263 2.668

=====

# 2
30
Properties=species:S:1:pos:R:3 method="wB97M-V/def2-TZVPD" e_above_lowest_kj_mol=0.0 orbital_gap_ha=0.2592 spin_multiplicity=1 homo_ev=-9.34
Ir -1.327 0.397 0.158
O -1.624 -4.792 3.412
C -1.540 -3.788 2.778
C -1.875 -3.625 1.272
O -2.257 -4.484 0.527
C -1.600 -2.206 1.016
C -1.152 -1.544 2.116
O -0.841 -0.266 1.978
C -1.055 -2.410 3.299
O -0.685 -2.154 4.411
O -1.706 -1.515 -0.113
N 5.729 -0.255 -1.690
C 4.623 -0.144 -1.407
C 3.236 -0.004 -1.053
C 2.523 1.124 -1.438
C 1.196 1.226 -1.082
N 0.578 0.268 -0.376
C 1.264 -0.829 -0.001
C 2.592 -0.995 -0.324
H 2.985 1.917 -2.007
H 0.606 2.081 -1.366
H 0.725 -1.574 0.561
H 3.111 -1.888 -0.008
F -3.364 3.406 -2.672
Te -1.951 3.603 -1.508
F -0.465 3.901 -0.429
F -0.784 3.018 -2.841
F -3.058 4.325 -0.227
F -1.708 5.300 -2.172
O -2.175 1.908 -0.814

=====

# 3
67
Properties=species:S:1:pos:R:3 method="wB97M-V/def2-TZVPD" e_above_lowest_kj_mol=28.6 orbital_gap_ha=0.3380 spin_multiplicity=1 homo_ev=-8.67 smiles="COc1ccc(-c2nnn(CC(=O)N(CCCO)[C@H](C(=O)NC3CCCC3)c3ccncc3)n2)cc1"
C 9.116 1.203 -0.212
H 10.109 1.172 0.233
O 8.431 0.089 0.311
C 7.147 -0.125 -0.065
C 6.433 0.670 -0.959
C 5.125 0.356 -1.269
C 4.507 -0.752 -0.696
C 5.223 -1.550 0.198
C 6.526 -1.240 0.507
H 7.096 -1.844 1.194
H 4.742 -2.410 0.639
C 3.126 -1.042 -0.997
N 2.391 -1.983 -0.405
N 1.210 -1.815 -0.960
N 1.193 -0.844 -1.839
N 2.375 -0.345 -1.880
C 0.048 -2.556 -0.579
H 0.326 -3.252 0.214
H -0.333 -3.115 -1.439
C -1.088 -1.617 -0.141
O -2.153 -1.651 -0.726
N -0.847 -0.763 0.872
C 0.352 -0.687 1.678
H 0.056 -0.695 2.732
H 0.974 -1.566 1.512
C 1.167 0.578 1.384
C 2.532 0.538 2.080
H 2.405 0.609 3.162
H 3.036 -0.413 1.852
O 3.347 1.623 1.721
H 3.538 1.574 0.776
H 0.623 1.467 1.707
H 1.323 0.678 0.307
C -1.917 0.165 1.217
C -1.993 1.367 0.317
C -1.394 1.434 -0.936
C -1.546 2.595 -1.681
N -2.231 3.646 -1.272
C -2.799 3.586 -0.079
C -2.710 2.482 0.751
H -3.190 2.479 1.718
H -3.348 4.468 0.224
H -1.091 2.682 -2.659
H -0.820 0.615 -1.340
H -1.729 0.505 2.242
C -3.243 -0.653 1.319
O -3.304 -1.562 2.117
N -4.262 -0.206 0.576
H -4.058 0.424 -0.185
C -5.512 -0.933 0.462
H -5.549 -1.601 1.324
C -5.570 -1.709 -0.864
C -6.289 -0.761 -1.819
H -6.693 -1.273 -2.690
C -7.380 -0.158 -0.937
H -7.784 0.768 -1.342
H -8.199 -0.871 -0.835
C -6.697 0.053 0.420
H -7.385 -0.113 1.246
H -6.317 1.072 0.502
H -5.608 0.018 -2.165
H -4.569 -1.981 -1.196
H -6.155 -2.619 -0.732
H 4.566 0.966 -1.962
H 6.886 1.536 -1.417
H 9.207 1.144 -1.301
H 8.625 2.141 0.063

=====

# 4
67
Properties=species:S:1:pos:R:3 method="wB97M-V/def2-TZVPD" e_above_lowest_kj_mol=157.4 orbital_gap_ha=0.1861 spin_multiplicity=1 homo_ev=-5.92
C -2.250 5.209 2.068
C -2.485 4.125 1.048
O -2.430 2.851 1.724
C -2.357 1.782 0.902
C -2.676 0.551 1.637
C -2.963 0.616 3.063
C -3.357 -0.494 0.866
O -3.452 -1.668 1.221
O -3.914 -0.034 -0.275
C -4.883 -0.948 -0.825
C -5.368 -0.349 -2.118
O -2.050 1.847 -0.279
H -2.291 6.185 1.581
H -3.018 5.192 2.849
H -1.268 5.101 2.537
H -3.480 4.236 0.599
H -1.726 4.140 0.258
H -3.004 -0.405 3.449
H -2.177 1.168 3.591
H -3.930 1.112 3.256
H -4.408 -1.925 -0.999
H -5.724 -1.072 -0.123
H -6.226 -0.913 -2.492
H -5.679 0.694 -1.998
H -4.584 -0.397 -2.880
C -2.564 -6.970 4.118
N -2.493 -5.607 4.578
C -2.881 -5.250 5.930
C -2.590 -3.735 6.016
C -2.053 -3.382 4.671
C -2.043 -4.545 3.863
C -1.602 -4.512 2.528
C -1.144 -3.314 2.020
C -1.013 -2.152 2.848
C -0.368 -0.961 2.411
C 0.746 -0.894 1.536
C 1.267 0.404 1.219
C 2.425 0.534 0.498
C 3.064 -0.616 -0.029
N 4.099 -0.248 -0.828
C 4.836 -1.110 -1.712
C 4.249 1.192 -0.919
C 3.200 1.738 0.082
C 2.585 -1.907 0.251
C 1.463 -2.038 1.046
C -1.544 -2.206 4.174
H -1.793 -7.156 3.362
H -2.407 -7.639 4.974
H -3.547 -7.201 3.679
H -3.945 -5.472 6.099
H -2.306 -5.833 6.665
H -3.509 -3.187 6.258
H -1.867 -3.517 6.811
H -1.663 -5.415 1.921
H -0.887 -3.241 0.964
H -0.541 -0.068 3.012
H 0.732 1.293 1.553
H 4.556 -2.151 -1.538
H 4.631 -0.856 -2.764
H 5.916 -0.991 -1.546
H 5.274 1.499 -0.671
H 4.047 1.539 -1.945
H 2.573 2.509 -0.378
H 3.709 2.204 0.937
H 3.107 -2.775 -0.150
H 1.126 -3.037 1.308
H -1.527 -1.314 4.803

=====

# 5
44
Properties=species:S:1:pos:R:3 method="wB97M-V/def2-TZVPD" e_above_lowest_kj_mol=66.4 orbital_gap_ha=0.3436 spin_multiplicity=1 homo_ev=-8.83 smiles="O=C(Nc1ccccc1C(=O)NC[C@@H]1CCCO1)c1ccc(Cl)cc1"
O -1.194 -0.399 -1.329
C -2.044 -0.885 -0.611
N -1.897 -2.086 0.019
C -0.698 -2.811 0.054
C -0.709 -4.187 -0.144
C 0.477 -4.897 -0.143
C 1.682 -4.239 0.042
C 1.696 -2.872 0.256
C 0.511 -2.148 0.277
C 0.504 -0.701 0.665
O -0.216 -0.278 1.552
N 1.393 0.055 -0.001
H 1.920 -0.339 -0.764
C 1.546 1.468 0.225
H 1.258 2.020 -0.676
H 0.878 1.737 1.046
C 3.000 1.797 0.591
C 3.204 3.301 0.859
H 3.338 3.509 1.918
C 4.441 3.646 0.028
H 4.436 4.669 -0.339
C 4.343 2.616 -1.096
H 5.299 2.384 -1.567
O 3.875 1.438 -0.474
H 3.635 2.953 -1.867
H 5.349 3.477 0.606
H 2.338 3.859 0.502
H 3.291 1.185 1.454
H 2.631 -2.362 0.437
H 2.609 -4.793 0.032
H 0.462 -5.966 -0.294
H -1.650 -4.694 -0.301
H -2.713 -2.522 0.421
C -3.365 -0.238 -0.373
C -3.980 -0.280 0.874
C -5.186 0.364 1.079
C -5.781 1.046 0.028
C -5.173 1.111 -1.217
C -3.960 0.477 -1.408
H -3.459 0.526 -2.363
H -5.642 1.657 -2.020
Cl -7.296 1.837 0.278
H -5.662 0.343 2.046
H -3.495 -0.780 1.700

=====

# 6
15
Properties=species:S:1:pos:R:3 method="wB97M-V/def2-TZVPD" e_above_lowest_kj_mol=557.7 orbital_gap_ha="0.3153 / 0.2463" spin_multiplicity=1 homo_ev="-9.40 / -8.01"
C -1.818 -0.135 0.154
C 0.553 -1.659 -0.329
C -0.658 0.628 -0.009
C 0.559 -0.148 -0.395
N -2.751 -0.806 0.246
N -0.566 1.918 -0.302
O 1.575 0.410 0.342
H 0.060 -1.928 -1.300
H 0.010 -2.070 0.439
H 1.640 -1.895 -0.264
H 0.142 0.343 2.151
H 0.838 0.127 -1.511
H -1.181 2.511 0.040
H 0.345 2.307 -0.593
H 1.254 0.397 1.328

=====

# 7
64
Properties=species:S:1:pos:R:3 method="wB97M-V/def2-TZVPD" orbital_gap_ha="0.2121 / 0.2134" spin_multiplicity=6 s_squared=9.329 homo_ev="-6.02 / -6.05"
O 1.509 -0.387 -3.367
C 0.397 0.102 -3.384
C -0.005 1.531 -3.557
C 0.432 2.548 -2.688
H 0.701 2.316 -1.663
C 0.540 3.858 -3.164
H 0.999 4.650 -2.571
C 0.046 4.182 -4.437
H 0.173 5.182 -4.879
C -0.710 3.222 -5.140
H -1.239 3.495 -6.062
C -0.838 1.926 -4.621
H -1.541 1.194 -5.027
H -0.534 -0.525 -3.123
C -2.785 -1.123 -1.249
C -2.306 0.086 -0.565
H -3.493 -0.967 -2.081
H -3.262 -1.804 -0.542
H -1.937 -1.661 -1.692
C -2.655 1.360 -0.699
C -4.096 1.806 -0.548
H -1.960 2.167 -0.948
H -4.496 2.326 -1.430
H -4.217 2.472 0.316
H -4.724 0.923 -0.369
Dy -0.818 0.064 1.038
Cl 0.034 2.463 1.317
Cl -3.011 -0.260 2.194
H 4.656 1.198 -1.682
H 4.553 1.906 0.744
C 3.570 1.353 -1.648
C 3.474 1.753 0.812
N 3.078 0.951 -0.343
H 3.080 0.735 -2.410
C 2.262 -0.101 -0.266
O 1.442 -0.268 0.661
H 3.224 1.248 1.743
H 2.343 -0.845 -1.090
H 3.329 2.409 -1.834
H 2.985 2.731 0.797
H -0.453 -5.576 1.453
H 1.387 -5.726 -0.460
C -1.004 -4.963 0.735
C 0.757 -5.017 -1.026
N -0.079 -4.239 -0.120
H -1.634 -4.254 1.261
C 0.093 -2.926 0.022
O -0.485 -2.256 0.943
H 1.403 -4.339 -1.600
H 0.741 -2.440 -0.725
H -1.609 -5.622 0.110
H 0.124 -5.596 -1.720
N 0.433 -0.329 8.833
C 0.386 -0.249 7.664
C 0.309 -0.143 6.220
C 0.826 -1.159 5.398
C 0.660 -1.043 4.013
N 0.014 -0.008 3.454
C -0.430 0.980 4.246
C -0.317 0.960 5.632
H 1.303 -2.043 5.826
H 1.026 -1.818 3.340
H -0.906 1.813 3.732
H -0.746 1.778 6.226

=====

# 8
99
Properties=species:S:1:pos:R:3 method="wB97M-V/def2-TZVPD" charge=+1 e_above_lowest_kj_mol=0.0 orbital_gap_ha=0.2769 spin_multiplicity=1 homo_ev=-11.98
K -20.859 -2.571 -1.129
K -21.588 -2.227 2.404
K -16.224 -1.842 4.691
N -18.177 -3.005 6.107
S -18.624 -2.137 7.487
O -18.793 -2.898 8.645
O -19.529 -1.068 7.271
F -17.212 -1.417 7.638
S -19.622 -3.548 5.702
O -20.580 -2.605 5.212
O -20.107 -4.565 6.557
F -19.260 -4.372 4.368
N -19.226 -2.646 1.301
S -18.224 -1.287 1.401
O -17.509 -0.962 0.237
O -17.692 -0.997 2.675
F -19.433 -0.260 1.330
S -18.079 -3.757 1.265
O -17.266 -3.751 2.418
O -17.504 -3.947 -0.019
F -18.995 -5.006 1.458
C -14.985 -7.112 -1.879
C -15.233 -6.544 -3.269
O -14.464 -5.345 -3.609
P -14.482 -4.002 -2.838
O -13.708 -2.941 -3.462
O -16.041 -3.699 -2.673
C -16.704 -2.823 -3.641
C -18.174 -3.203 -3.623
O -14.039 -4.394 -1.390
C -13.848 -3.350 -0.426
C -14.078 -3.923 0.948
H -15.493 -8.082 -1.832
H -13.932 -7.301 -1.684
H -15.431 -6.502 -1.097
H -14.885 -7.316 -3.953
H -16.303 -6.353 -3.378
H -16.471 -1.786 -3.411
H -16.324 -3.092 -4.632
H -18.232 -4.285 -3.674
H -18.712 -2.777 -2.750
H -18.691 -2.742 -4.467
H -12.851 -2.927 -0.516
H -14.545 -2.532 -0.611
H -13.195 -4.462 1.300
H -14.145 -3.069 1.632
H -14.978 -4.524 1.002
C -17.481 1.969 -2.277
C -15.994 1.735 -2.118
O -15.339 2.852 -1.471
P -15.086 2.807 0.086
O -16.330 2.671 0.875
O -14.295 4.113 0.312
C -14.831 5.221 1.045
C -14.191 5.374 2.380
O -14.009 1.655 0.252
C -13.152 1.674 1.420
C -13.885 1.449 2.736
H -17.931 1.024 -2.611
H -17.931 2.241 -1.320
H -17.745 2.748 -2.990
H -15.801 0.791 -1.609
H -15.480 1.666 -3.080
H -14.786 6.137 0.461
H -15.895 5.049 1.241
H -14.706 6.184 2.900
H -14.279 4.462 2.969
H -13.132 5.633 2.337
H -12.487 0.814 1.300
H -12.504 2.546 1.487
H -14.483 2.314 3.012
H -14.528 0.561 2.664
H -13.162 1.240 3.526
C -24.612 3.769 2.604
C -23.443 2.879 2.280
O -22.483 2.870 3.381
P -22.490 1.698 4.430
O -22.649 0.335 3.877
O -23.564 2.139 5.458
C -24.042 1.194 6.493
C -23.288 1.433 7.780
O -21.161 1.929 5.221
C -19.897 1.315 4.840
C -19.256 2.040 3.665
H -25.092 3.378 3.510
H -24.339 4.807 2.737
H -25.426 3.633 1.886
H -23.727 1.857 2.020
H -22.856 3.263 1.442
H -25.067 1.533 6.606
H -23.944 0.169 6.152
H -22.959 2.467 7.873
H -23.961 1.294 8.634
H -22.441 0.767 7.926
H -19.219 1.426 5.684
H -20.034 0.247 4.650
H -18.183 1.819 3.617
H -19.626 1.723 2.689
H -19.382 3.113 3.785

=====

# 9
83
Properties=species:S:1:pos:R:3 method="wB97M-V/def2-TZVPD" charge=-1 orbital_gap_ha="0.2047 / 0.2053" spin_multiplicity=1 homo_ev="-4.03 / -4.02"
Mo -0.328 -0.528 0.144
C -0.449 3.604 -0.680
C -1.911 3.416 -0.297
C -2.315 1.977 0.038
N -1.342 1.230 0.839
C -1.080 1.698 2.036
C -1.884 2.680 2.683
C -1.631 3.475 3.769
C -0.482 3.570 4.559
C 0.595 2.718 4.496
C 0.784 1.568 3.732
C 0.008 0.993 2.715
N 0.261 -0.197 2.164
C 1.104 -1.103 2.944
C 2.504 -1.288 2.384
C 2.386 -1.872 0.985
N 1.791 -0.901 0.083
C 2.595 -0.108 -0.595
C 3.993 -0.049 -0.377
C 5.018 0.519 -1.111
C 4.986 1.209 -2.309
C 3.829 1.551 -2.995
C 2.502 1.373 -2.666
C 1.870 0.732 -1.569
N 0.566 0.758 -1.372
C -0.242 1.575 -2.281
C -0.082 3.081 -2.065
H -0.221 4.673 -0.651
H 0.200 3.138 0.068
H -2.151 4.091 0.527
H -2.544 3.717 -1.138
H -3.289 1.963 0.539
H -2.467 1.434 -0.878
H -2.854 2.823 2.228
H -2.437 4.156 4.026
H -0.449 4.364 5.294
H 1.414 2.941 5.173
H 1.716 1.057 3.934
H 1.139 -0.772 3.983
H 0.625 -2.079 2.952
H 3.043 -0.336 2.356
H 3.058 -1.973 3.033
H 3.346 -2.224 0.598
H 1.722 -2.738 1.024
H 4.331 -0.547 0.520
H 6.005 0.372 -0.680
H 5.931 1.512 -2.740
H 3.982 2.075 -3.934
H 1.819 1.795 -3.388
H -0.007 1.335 -3.323
H -1.276 1.266 -2.188
H 0.951 3.375 -2.267
H -0.704 3.576 -2.819
C 1.582 -2.597 -2.225
N 0.188 -2.220 -2.010
C -0.342 -1.670 -3.258
C -0.563 -3.420 -1.640
C -0.592 -3.672 -0.162
C -0.700 -4.988 0.283
C -1.050 -5.271 1.593
C -1.346 -4.214 2.442
C -1.194 -2.907 2.003
C -0.733 -2.588 0.718
H 1.656 -3.290 -3.077
H 1.981 -3.096 -1.343
H 2.190 -1.723 -2.450
H -0.350 -2.436 -4.048
H 0.298 -0.851 -3.587
H -1.351 -1.287 -3.112
H -0.178 -4.296 -2.185
H -1.596 -3.267 -1.958
H -0.551 -5.798 -0.424
H -1.138 -6.296 1.931
H -1.703 -4.404 3.448
H -1.462 -2.104 2.682
S -2.637 -1.227 -0.479
C -4.019 -0.235 -0.994
C -4.956 -0.058 0.072
N -5.668 0.071 0.973
C -4.285 0.305 -2.223
S -3.309 0.310 -3.622
C -5.554 0.996 -2.354
N -6.550 1.555 -2.497